A structure of composition C35H52B2F8N9O7S5Y. Source: the Open Molecules 2025 dataset; level of theory: ωB97M-V/def2-TZVPD.

Output
* 2S+1: 1
* E_LUMO: -0.548 eV
* strongest force on any atom: 4.3 eV/A
* E: -143202.2155 eV
* energy relative to the best compared isomer or geometry (same formula, charge and spin): 89.7 kcal per mole
* HOMO-LUMO gap: 7.1 eV

XYZ file:
```
119
Properties=species:S:1:pos:R:3:mulliken_charge:R:1
Y -1.4834 2.4445 -0.5559 -0.322
C 0.9634 0.6018 3.9486 -1.732
C 0.7713 -0.4073 2.8615 -0.607
C 0.4845 -1.7045 3.1218 -0.676
C 0.3512 -2.6525 2.0736 -0.098
N 0.5425 -2.3027 0.8372 -0.545
N 0.7858 -1.0009 0.5746 0.935
B 0.9483 -0.7029 -0.9131 -1.564
N -0.2158 -0.9085 -1.8660 -0.058
N 0.7067 -1.8844 -1.9076 0.127
C 0.7086 -2.8675 -2.7527 0.436
C -0.4623 -2.9488 -3.5538 -0.954
C -1.4598 -2.0247 -3.4786 0.430
C -2.6994 -2.1655 -4.2983 -2.054
C -1.3255 -0.8563 -2.6170 1.167
S -2.4014 0.4134 -2.6586 -0.521
C 1.9381 -3.7539 -2.8465 2.101
C 3.1294 -2.8578 -3.2265 -1.522
C 1.7574 -4.8284 -3.9151 -2.416
C 2.2031 -4.4136 -1.4909 -1.617
N 2.1513 0.1691 -1.2566 0.777
N 3.2199 -0.3258 -0.5938 0.092
C 4.3405 0.3151 -0.6703 -0.009
C 4.4504 1.4899 -1.4673 -0.649
C 3.3931 1.9643 -2.1614 0.065
C 3.4704 3.2090 -2.9864 -1.781
C 2.1355 1.2672 -2.0424 1.302
S 0.7259 1.8002 -2.7971 -0.263
C 5.5320 -0.2425 0.0947 2.177
C 5.0829 -1.2816 1.1210 -1.712
C 6.2503 0.9017 0.8262 -1.743
C 6.4854 -0.8960 -0.9150 -1.661
C 0.8529 -0.0078 1.4888 2.203
S 1.0145 1.6126 1.0358 -0.471
C -0.0094 -4.1185 2.3262 2.272
C -0.1664 -4.4087 3.8205 -2.350
C -1.3325 -4.4252 1.6122 -1.536
C 1.0971 -5.0163 1.7638 -1.291
H 0.9048 0.1241 4.9269 0.483
H 0.2194 1.3969 3.8798 0.195
H 1.9333 1.0937 3.8403 0.310
H 0.3719 -2.0206 4.1497 0.585
H -0.5690 -3.7788 -4.2389 0.564
H -2.6800 -3.0837 -4.8823 0.424
H -2.8128 -1.3051 -4.9604 0.368
H -3.5718 -2.1613 -3.6409 0.356
H 2.9416 -2.3190 -4.1596 0.399
H 4.0193 -3.4781 -3.3604 0.484
H 3.3373 -2.1284 -2.4405 0.148
H 1.6016 -4.3964 -4.9068 0.467
H 0.9201 -5.4930 -3.6862 0.462
H 2.6622 -5.4373 -3.9555 0.418
H 2.3098 -3.6684 -0.6980 0.053
H 3.1244 -4.9991 -1.5458 0.403
H 1.3857 -5.0870 -1.2234 0.491
H 5.3968 2.0156 -1.5181 0.347
H 4.5032 3.5421 -3.0846 0.418
H 2.8793 3.9988 -2.5167 0.206
H 3.0348 3.0464 -3.9719 0.397
H 4.3783 -0.8474 1.8361 0.249
H 5.9575 -1.6443 1.6673 0.520
H 4.5904 -2.1315 0.6447 0.197
H 5.5600 1.4478 1.4743 0.316
H 6.7059 1.6141 0.1354 0.359
H 7.0501 0.4919 1.4472 0.473
H 5.9940 -1.7272 -1.4283 0.268
H 7.3685 -1.2836 -0.4004 0.468
H 6.8220 -0.1789 -1.6696 0.353
H -0.9590 -3.8062 4.2741 0.435
H 0.7628 -4.2384 4.3727 0.398
H -0.4395 -5.4587 3.9483 0.432
H -2.1670 -3.9036 2.0887 0.360
H -1.5299 -5.5008 1.6520 0.455
H -1.3056 -4.0976 0.5733 0.099
H 2.0639 -4.7895 2.2248 0.354
H 1.1892 -4.8755 0.6887 -0.082
H 0.8600 -6.0647 1.9616 0.513
F -0.0034 7.0168 -1.5085 -0.208
C -0.4789 6.6387 -0.3352 0.541
F -1.7076 6.1572 -0.4758 -0.165
F -0.5146 7.6748 0.4977 -0.236
S 0.6467 5.3634 0.3589 1.291
O 0.3550 4.1232 -0.3502 -0.426
O 1.9481 5.9176 0.1928 -0.700
N 0.2932 5.2678 1.8998 -0.765
S -0.8718 4.3856 2.4710 1.350
O -1.6394 3.7026 1.4263 -0.388
O -0.5005 3.6372 3.6264 -0.708
C -2.0696 5.6139 3.1136 0.468
F -2.7419 6.1818 2.1193 -0.172
F -2.9240 4.9767 3.9124 -0.180
F -1.4259 6.5448 3.8016 -0.203
O -2.3209 -1.6969 -0.0759 -0.549
C -2.4151 -0.7111 0.6473 -0.729
O -1.8273 0.4241 0.5207 1.210
H -3.0738 -0.7793 1.5304 0.068
F -1.5398 4.5446 -3.0888 -0.218
B -2.2857 3.7610 -2.2672 1.085
F -3.6149 3.9626 -2.5111 -0.227
C -7.2141 2.0112 0.4124 -1.143
N -5.9048 1.5828 -0.0736 0.133
C -5.7407 1.7453 -1.5154 -0.783
C -4.7900 1.8286 0.6954 0.028
O -3.7904 2.3773 0.2143 -0.480
N -4.8383 1.4420 1.9976 0.479
C -5.7122 0.3842 2.4791 -1.272
C -3.8166 1.8845 2.9375 -0.211
H -7.4842 2.9705 -0.0409 0.365
H -7.2103 2.1401 1.4905 0.391
H -7.9812 1.2796 0.1502 0.304
H -6.5898 1.2671 -2.0044 0.361
H -4.8296 1.2582 -1.8461 0.002
H -5.6944 2.7951 -1.8081 0.344
H -6.2162 -0.1012 1.6494 0.397
H -6.4581 0.7609 3.1851 0.312
H -5.1042 -0.3619 2.9957 0.401
H -3.0903 2.5005 2.4287 -0.603
H -3.3016 1.0205 3.3605 0.289
H -4.2709 2.4542 3.7527 0.472
```